--- a ---
Here is a 2-piece molecular cluster, C16H17N overall from OMol25. Energies are from ωB97M-V with the def2-TZVPD basis set.

Bonds (Å) are listed after each position.
Positions of all 34 atoms, in Å:
1 C 2.15 2.60 1.32  C5 1.514, H12 1.099, H13 1.080, H15 1.089
2 C 3.38 -0.88 2.21  C3 1.384, C4 1.389, H8 1.085
3 C 2.37 -1.28 3.07  C2 1.384, C6 1.391, H9 1.086
4 C 3.41 0.42 1.73  C2 1.389, C5 1.391, H10 1.083
5 C 2.34 1.26 2.00  C1 1.514, C4 1.391, C7 1.383
6 C 1.49 -0.35 3.62  C3 1.391, C7 1.405, H11 1.077
7 C 1.41 0.88 2.96  C5 1.383, C6 1.405, H14 1.085
8 H 4.03 -1.68 1.90  C2 1.085
9 H 2.21 -2.32 3.37  C3 1.086
10 H 4.27 0.78 1.17  C4 1.083
11 H 0.86 -0.67 4.44  C6 1.077
12 H 3.16 3.01 1.19  C1 1.099
13 H 1.55 3.29 1.89  C1 1.080
14 H 0.68 1.56 3.38  C7 1.085
15 H 1.79 2.45 0.30  C1 1.089
16 C 0.14 1.46 -1.81  C18 1.497, H29 1.094, H30 1.097, H34 1.084
17 C -1.70 -0.38 -1.56  C18 1.451, C19 1.463, C21 1.360
18 C -0.72 0.36 -2.34  C16 1.497, C17 1.451, C20 1.356
19 C -2.52 -1.10 -2.54  C17 1.463, C24 1.349, N25 1.384
20 C -1.06 0.22 -3.64  C18 1.356, N25 1.378, H31 1.078
21 C -1.93 -0.70 -0.26  C17 1.360, C22 1.438, H26 1.085
22 C -2.92 -1.66 0.16  C21 1.438, C23 1.383, H27 1.075
23 C -3.74 -2.23 -0.80  C22 1.383, C24 1.423, H28 1.081
24 C -3.53 -1.92 -2.18  C19 1.349, C23 1.423, H33 1.084
25 N -2.16 -0.60 -3.78  C19 1.384, C20 1.378, H32 1.007
26 H -1.32 -0.39 0.58  C21 1.085
27 H -2.98 -1.69 1.23  C22 1.075
28 H -4.49 -2.99 -0.65  C23 1.081
29 H 0.65 1.07 -0.92  C16 1.094
30 H -0.51 2.27 -1.46  C16 1.097
31 H -0.49 0.61 -4.47  C20 1.078
32 H -2.40 -1.10 -4.62  N25 1.007
33 H -4.21 -2.22 -2.96  C24 1.084
34 H 0.81 1.90 -2.54  C16 1.084

Calculated values
HOMO in eV: -7.705
SMILES string: Cc1c[nH]c2ccccc12.Cc1ccccc1
HOMO-LUMO gap in eV: 8.633
Multiplicity: 1
LUMO energy in eV: 0.928

=====

--- b ---
Here is a 2-piece molecular cluster, C16H17N overall from OMol25. Energies are from ωB97M-V with the def2-TZVPD basis set.

Bonds (Å) are listed after each position.
Positions of all 34 atoms, in Å:
1 C -3.76 -1.66 1.16  C3 1.468, H14 1.088, H15 1.203, H19 1.139
2 C -2.27 -0.28 -0.47  C3 1.440, C4 1.540, C6 1.382
3 C -2.85 -0.56 0.82  C1 1.468, C2 1.440, C5 1.396
4 C -1.36 0.92 -0.11  C2 1.540, C9 1.432, N10 1.300
5 C -2.29 0.24 1.82  C3 1.396, N10 1.468, H16 1.027
6 C -2.47 -0.70 -1.77  C2 1.382, C7 1.390, H11 1.158
7 C -2.03 0.19 -2.75  C6 1.390, C8 1.378, H12 1.108
8 C -1.09 1.19 -2.62  C7 1.378, C9 1.445, H13 1.133
9 C -0.69 1.44 -1.26  C4 1.432, C8 1.445, H18 1.197
10 N -1.30 1.10 1.17  C4 1.300, C5 1.468, H17 1.067
11 H -3.06 -1.69 -1.80  C6 1.158
12 H -2.36 -0.03 -3.79  C7 1.108
13 H -0.63 1.81 -3.45  C8 1.133
14 H -3.19 -2.59 1.16  C1 1.088
15 H -4.48 -1.76 0.21  C1 1.203
16 H -2.28 0.26 2.85  C5 1.027
17 H -0.66 1.65 1.82  N10 1.067
18 H 0.21 2.20 -1.03  C9 1.197
19 H -4.47 -1.63 2.05  C1 1.139
20 C 2.13 0.03 2.80  C22 1.531, H29 1.065, H30 1.077, H34 1.144
21 C 2.98 -1.39 0.90  C22 1.448, C23 1.337, H27 1.031
22 C 2.53 -0.08 1.32  C20 1.531, C21 1.448, C25 1.359
23 C 3.47 -1.52 -0.34  C21 1.337, C24 1.528, H28 1.158
24 C 3.52 -0.33 -1.29  C23 1.528, C26 1.357, H31 1.041
25 C 2.58 0.97 0.46  C22 1.359, C26 1.425, H32 1.106
26 C 2.93 0.84 -0.91  C24 1.357, C25 1.425, H33 1.100
27 H 2.91 -2.16 1.59  C21 1.031
28 H 3.91 -2.49 -0.79  C23 1.158
29 H 1.60 -0.86 3.05  C20 1.065
30 H 1.66 0.96 3.06  C20 1.077
31 H 3.82 -0.53 -2.26  C24 1.041
32 H 2.43 1.99 0.84  C25 1.106
33 H 2.47 1.48 -1.68  C26 1.100
34 H 3.11 -0.09 3.37  C20 1.144

Calculated values
HOMO in eV: -7.750
SMILES string: Cc1c[nH]c2ccccc12.Cc1ccccc1
HOMO-LUMO gap in eV: 8.484
Multiplicity: 1
LUMO energy in eV: 0.734

=====

Which structure is most stable? a, by 55.0 kcal/mol over the runner-up.